This record from the Open Molecules 2025 dataset describes a single C21H18N4O6S molecule. The level of theory is ωB97M-V/def2-TZVPD.

## Properties
- LUMO level: -0.60 eV
- DFT total energy: -51147.51756 eV
- Relative energy (zero: lowest compared OMol25 entry of this formula, charge and spin): 5.0 kJ/mol
- Structure (SMILES): CCOc1ccc(C(=O)NC(=S)Nc2ccc(NC(=O)c3ccco3)cc2)cc1[N+](=O)[O-]
- Gap between HOMO and LUMO: 7.4 eV

```
50
Properties=species:S:1:pos:R:3:forces:R:3
C -8.57015 -0.30528 -1.57782 0.1 0.1 0.4
C -8.76592 -0.23054 -0.06868 -0.6 -0.4 -0.3
H -9.69681 0.29432 0.16029 0.1 -0.1 0.0
H -8.81086 -1.23094 0.37561 -0.1 0.4 -0.1
O -7.78235 0.57139 0.57775 0.2 0.0 0.3
C -6.46735 0.35115 0.53696 0.3 0.0 0.0
C -5.70105 1.48076 0.88859 -0.2 -0.2 -0.1
C -4.33200 1.49478 0.82395 0.0 -0.2 -0.1
C -3.63673 0.36334 0.38048 -0.4 -0.2 0.1
C -4.36354 -0.77526 0.08119 0.1 0.1 0.0
C -5.75205 -0.80649 0.17798 0.5 0.9 0.2
N -6.34405 -2.10387 -0.02602 -0.2 -0.3 -0.1
O -7.24207 -2.43373 0.72290 0.0 -0.2 0.2
O -5.87592 -2.80409 -0.89694 0.0 -0.2 -0.2
H -3.84225 -1.67343 -0.21799 0.0 0.0 0.0
C -2.15789 0.28722 0.27232 0.0 -0.1 0.0
O -1.55900 -0.77289 0.35312 0.0 -0.2 0.0
N -1.53612 1.48495 0.06507 -0.2 -0.1 0.1
C -0.16944 1.75874 -0.03920 0.3 0.2 0.0
N 0.64182 0.70321 0.06509 -1.1 -0.4 0.1
C 2.02987 0.58996 0.03630 0.8 0.1 0.0
C 2.55050 -0.69735 0.18685 -0.1 0.4 0.0
C 3.90948 -0.92267 0.17959 0.1 -0.1 0.0
C 4.78909 0.14741 0.01996 -0.5 0.0 0.0
C 4.26969 1.43187 -0.13334 0.1 -0.4 0.0
C 2.90903 1.65758 -0.12640 -0.1 0.0 0.0
H 2.53546 2.65967 -0.24606 0.0 0.0 0.0
H 4.94187 2.26875 -0.25928 0.1 0.1 0.0
N 6.17338 -0.00579 0.00777 0.4 0.3 0.0
C 6.91325 -1.14619 0.14690 -0.2 0.4 -0.1
O 6.46531 -2.26400 0.30384 0.1 -0.1 0.0
C 8.36155 -0.88987 0.08835 0.8 -1.1 0.1
C 9.40523 -1.77387 0.18997 -0.9 0.4 0.0
C 10.58422 -1.00809 0.07003 0.0 0.6 -0.1
C 10.17801 0.28188 -0.09491 0.7 -0.4 0.0
O 8.84082 0.36849 -0.08607 -0.5 0.2 0.0
H 10.72615 1.19453 -0.22437 0.0 0.2 0.0
H 11.59261 -1.36544 0.10221 0.2 0.0 0.0
H 9.31911 -2.83085 0.33188 -0.1 -0.2 0.0
H 6.69759 0.85085 -0.11588 0.0 -0.2 0.0
H 4.29937 -1.91938 0.29761 0.0 0.0 0.0
H 1.87400 -1.53040 0.31227 -0.1 -0.1 0.0
H 0.14533 -0.18597 0.19777 0.0 0.3 -0.1
S 0.20658 3.34958 -0.26997 0.1 0.4 -0.1
H -2.10320 2.31613 -0.04699 0.2 -0.2 0.0
H -3.80625 2.38432 1.13697 0.0 0.1 0.0
H -6.24782 2.35395 1.20758 -0.1 0.1 0.0
H -7.68029 -0.86671 -1.85270 0.0 -0.1 -0.1
H -9.43016 -0.79849 -2.02094 -0.1 -0.1 -0.1
H -8.48602 0.69676 -1.99356 0.0 0.1 -0.1
```
Positions in Å, forces in eV/Å.